Here is a 7-piece molecular cluster, C28H50BrFIN6O5PSSi overall in a non-equilibrium geometry from OMol25. Energies are from ωB97M-V with the def2-TZVPD basis set.

Values from the calculation:
Kohn-Sham gap: 9.40 eV
strongest force on any atom: 10.22 eV Å⁻¹
total energy: -157872.153 eV
E_HOMO: -9.4 eV

Positions of all 95 atoms, in Å:
C 1.250 -3.476 2.810
C 1.861 -2.891 1.410
C 0.898 -1.748 0.650
P 0.804 -0.509 2.158
O 2.054 -0.468 3.100
C -0.610 -2.357 0.242
C -0.402 -3.859 -0.374
C -1.221 -4.425 -1.634
F -0.543 -4.908 0.707
C -1.706 -1.398 -0.414
C -3.199 -2.118 -0.151
C -4.025 -1.818 1.176
C -3.495 -2.505 2.582
I -5.922 -2.993 0.829
Si -2.005 0.412 -0.001
C -2.295 0.942 1.821
C -0.847 1.764 -0.726
C -3.726 0.860 -0.870
O -1.664 -1.310 -1.919
S -0.085 -1.319 -2.541
O -0.242 -0.462 -3.867
O 1.053 -0.478 -1.665
C 1.756 -1.152 -0.600
Br 2.941 0.405 0.056
C 2.889 -2.110 -1.273
O 4.229 -1.881 -0.635
C 5.266 -1.679 -1.658
H 1.941 -3.104 3.687
H 1.337 -4.663 2.803
H 0.155 -3.167 3.063
H 2.118 -3.821 0.761
H 2.919 -2.358 1.577
H 0.582 0.863 1.736
H -0.299 -1.037 2.974
H -1.038 -2.593 1.340
H 0.701 -3.856 -0.839
H -0.569 -4.610 -2.621
H -2.158 -3.844 -2.012
H -1.627 -5.521 -1.376
H -3.124 -3.310 -0.139
H -3.894 -1.899 -1.098
H -4.485 -0.769 1.371
H -2.945 -3.522 2.280
H -2.707 -1.878 3.170
H -4.431 -2.782 3.245
H -3.408 1.332 2.008
H -2.096 0.134 2.636
H -1.607 1.875 2.105
H -1.391 2.811 -0.672
H 0.177 1.845 -0.167
H -0.582 1.563 -1.871
H -3.714 1.971 -1.294
H -4.616 0.854 -0.076
H -3.939 0.168 -1.791
H 2.721 -3.253 -1.249
H 3.009 -1.793 -2.410
H 5.061 -0.627 -2.151
H 6.298 -1.577 -1.075
H 5.326 -2.565 -2.428
C 4.606 4.481 -0.781
C 3.094 4.355 -0.681
N 1.840 4.250 -0.598
H 4.922 5.464 -0.421
H 5.085 3.708 -0.174
H 4.922 4.364 -1.821
C -8.635 0.312 0.230
C -7.450 0.494 1.163
N -6.466 0.645 1.938
H -8.605 1.065 -0.562
H -8.604 -0.683 -0.223
H -9.569 0.419 0.788
C 5.537 -2.630 5.103
C 4.659 -3.866 5.218
N 3.932 -4.891 5.313
H 5.183 -1.857 5.791
H 6.571 -2.882 5.352
H 5.501 -2.241 4.082
C -0.242 7.152 -1.562
C -1.753 7.025 -1.462
N -3.007 6.920 -1.379
H 0.074 8.135 -1.202
H 0.238 6.379 -0.955
H 0.074 7.035 -2.602
C -4.116 10.036 -0.769
C -3.123 11.183 -0.673
N -2.300 12.135 -0.594
H -4.558 9.843 0.213
H -4.912 10.290 -1.474
H -3.608 9.132 -1.115
C 7.641 -4.623 -4.474
C 6.751 -3.391 -4.473
N 6.012 -2.368 -4.472
H 8.636 -4.364 -4.100
H 7.209 -5.395 -3.832
H 7.734 -5.015 -5.490